[1]
Molecular formula: C15H22N2O4
Method: DFT, ωB97M-V/def2-TZVPD

Computed properties:
ΔE to the lowest compared entry with this formula, charge and spin = 8.404 eV
Total charge = 0
Spin multiplicity = 1

The geometry in XYZ format:
```
43
Properties=species:S:1:pos:R:3:forces:R:3
C 0.840 -1.201 0.116 2.588 -0.494 -1.288
C -0.494 -0.975 -0.553 -3.741 -3.676 0.994
C 1.704 -0.325 -0.904 0.466 1.625 -0.584
C 3.158 -0.010 -0.458 0.719 0.173 -0.072
C 3.331 1.168 0.385 1.595 -3.838 -2.513
C 4.330 -0.860 -0.821 -4.963 -0.602 0.744
C 4.619 1.311 0.858 -0.762 2.286 1.386
C 5.544 -0.701 -0.224 2.752 0.236 -0.142
C 5.715 0.515 0.545 -1.327 -1.062 0.085
C -2.644 0.367 -0.374 1.165 -3.381 1.013
C -2.946 1.805 -0.681 -5.238 1.722 2.018
C -3.344 -0.297 0.820 0.376 -0.951 4.568
C -4.815 -0.102 0.831 -3.626 1.924 -1.865
C -5.510 -0.838 -0.318 -2.771 -3.260 -0.970
C -5.618 -0.535 2.050 -0.259 -2.705 1.256
H 1.425 -3.183 0.965 -0.594 2.131 -3.049
H 0.401 -3.105 -0.536 3.037 1.176 1.592
H 1.009 -0.861 1.172 -0.590 0.111 -1.023
H 1.308 0.784 -0.811 -0.033 -2.288 -0.864
H 1.553 -0.813 -2.011 0.541 1.358 2.740
H 2.649 1.959 0.582 -0.995 0.016 0.119
H 3.947 -1.812 -1.361 1.326 1.679 0.733
H 4.622 2.213 1.602 1.139 -1.638 -1.338
H 6.418 -1.493 -0.460 -1.992 2.281 0.796
H 6.796 1.947 1.244 0.428 -3.971 -0.223
H -0.884 0.086 0.994 -1.520 1.239 -3.554
H -3.021 -0.387 -1.129 0.945 1.336 -0.248
H -3.320 -1.477 0.931 1.041 2.132 -0.991
H -2.840 0.031 1.969 -1.353 -0.422 -3.284
H -5.124 0.958 0.514 0.854 -1.300 1.411
H -5.583 -2.009 0.047 0.710 2.382 -1.561
H -6.682 -0.652 -0.329 2.355 0.202 0.164
H -5.235 -0.726 -1.442 0.089 -0.160 2.092
H -4.943 -0.269 3.003 -2.158 -0.931 -1.643
H -5.973 -1.861 1.902 1.805 3.667 0.965
H -6.706 -0.192 2.051 1.826 0.317 0.253
H -1.410 1.889 -1.638 0.550 0.301 -0.177
N 1.319 -2.630 -0.026 -3.218 -2.029 1.222
N -1.182 0.173 -0.123 1.692 -0.741 2.365
O -1.048 -1.931 -1.166 1.542 3.141 0.554
O 6.872 0.882 1.124 1.090 3.555 0.237
O -4.022 2.322 -0.265 3.854 -0.991 -1.662
O -2.125 2.506 -1.424 0.656 -0.547 -0.258
```
Forces are in eV/Å.

[2]
Molecular formula: C15H22N2O6S2
Method: DFT, ωB97M-V/def2-TZVPD

Computed properties:
Total charge = 0
Spin multiplicity = 1
SMILES = CCON1C(=O)c2cc(S)c(C[SH](=O)=O)cc2C1=O.COC[C@@H](C)N

The geometry in XYZ format:
```
47
Properties=species:S:1:pos:R:3:forces:R:3
C -3.709 3.846 3.467 0.424 -0.637 -0.550
C -3.823 2.279 3.198 -0.791 1.798 -0.627
O -2.692 1.684 3.842 -0.568 1.081 -0.358
N -2.856 0.298 4.000 -1.461 -1.866 0.692
C -1.610 -0.049 4.728 1.128 0.782 -1.898
O -1.532 -0.497 5.821 -0.023 0.181 -0.221
C -0.533 0.284 3.645 1.235 -0.108 -1.963
C 0.863 0.645 3.740 -1.424 -0.526 -1.879
C 1.562 0.897 2.476 -1.242 0.274 -0.489
S 3.329 1.351 2.575 -0.664 0.214 -0.225
C 0.906 0.807 1.157 -1.299 -0.068 0.992
C 1.670 1.066 -0.174 0.169 -1.101 0.651
S 1.325 2.712 -0.894 -3.328 0.965 0.573
O 0.154 2.557 -1.764 1.798 -0.401 0.242
O 1.091 3.710 0.151 1.566 -1.085 -0.748
C -0.518 0.435 1.067 1.190 -0.027 2.478
C -1.185 0.170 2.316 1.101 0.117 1.044
C -2.642 -0.284 2.653 2.317 1.004 -0.912
O -3.368 -0.967 2.006 -0.205 0.311 0.554
H -4.514 4.217 4.144 0.822 -0.270 -0.474
H -3.742 4.391 2.483 -0.183 -0.475 1.040
H -2.682 4.032 3.876 -1.047 -0.052 -0.110
H -4.808 1.882 3.553 1.039 0.036 -0.006
H -3.802 2.174 2.074 0.256 -0.456 1.079
H 1.347 0.710 4.735 -0.189 0.084 -0.966
H 3.394 2.478 1.778 -0.487 -0.766 0.544
H 2.761 0.895 0.011 -0.791 0.423 -0.305
H 1.312 0.309 -0.930 0.417 0.827 0.486
H 2.408 3.074 -1.690 -0.353 -0.439 0.623
H -1.071 0.358 0.109 0.643 0.103 0.720
C 2.139 -2.802 -5.679 -0.005 0.332 -0.131
O 0.893 -2.279 -5.251 0.003 -0.346 0.124
C 0.281 -2.999 -4.191 -0.317 0.175 0.031
C 0.799 -2.629 -2.790 0.369 -0.028 -0.169
C 2.162 -3.232 -2.465 0.070 -0.118 0.199
N 0.866 -1.174 -2.607 -0.254 0.058 -0.103
H 2.170 -3.893 -5.617 -0.002 0.007 0.087
H 2.955 -2.365 -5.099 0.115 -0.187 0.009
H 2.284 -2.510 -6.721 -0.095 -0.009 0.036
H -0.781 -2.738 -4.237 0.065 0.067 -0.045
H 0.343 -4.080 -4.371 0.150 -0.007 0.040
H 0.087 -3.033 -2.063 -0.074 0.051 -0.090
H 2.979 -2.720 -2.976 -0.086 0.009 -0.049
H 2.362 -3.158 -1.393 -0.040 0.039 -0.067
H 2.198 -4.290 -2.737 0.010 0.041 -0.012
H -0.067 -0.785 -2.732 0.038 0.025 0.069
H 1.391 -0.793 -3.393 0.006 -0.031 0.086
```
Forces are in eV/Å.

[3]
Molecular formula: C15H22N3O2
Method: DFT, ωB97M-V/def2-TZVPD

Computed properties:
ΔE to the lowest compared entry with this formula, charge and spin = 0.282 eV
Total charge = +1
Spin multiplicity = 1

The geometry in XYZ format:
```
42
Properties=species:S:1:pos:R:3:forces:R:3
C 0.701 2.707 -1.735 0.089 -0.042 -0.638
N 0.671 1.234 -1.466 0.171 0.394 -0.183
C 1.628 0.416 -2.276 0.315 -0.561 0.239
C 2.994 0.248 -1.573 0.258 -0.024 -0.391
O 3.246 1.195 -0.564 -0.325 0.113 -0.161
C 2.254 1.293 0.437 -0.150 0.839 0.109
C 0.881 0.863 -0.036 0.012 -0.996 0.927
O -0.105 1.363 0.808 -0.179 -0.009 -0.899
H 1.013 2.840 -2.766 0.022 -0.025 -0.100
H -0.307 3.097 -1.658 -0.014 0.108 0.398
H 1.417 3.225 -1.113 -0.078 -0.061 0.263
H -0.266 0.905 -1.724 -0.428 -0.309 -0.247
H 1.737 0.824 -3.273 -0.169 0.326 0.019
H 1.175 -0.567 -2.372 -0.166 -0.035 -0.107
H 3.761 0.403 -2.325 0.150 0.045 0.031
H 3.124 -0.781 -1.229 -0.165 -0.022 0.299
H 2.502 0.764 1.358 0.118 -0.277 -0.095
H 2.186 2.349 0.702 0.080 0.046 0.135
H 0.833 -0.231 0.001 0.017 -0.072 -0.391
H -0.840 0.726 0.773 0.067 0.490 0.261
N 1.547 0.055 4.406 -0.089 -0.073 -0.008
C 1.339 -0.419 5.633 0.145 0.061 -0.029
C 0.117 -0.907 6.073 -0.041 0.009 -0.044
C -0.951 -0.900 5.192 -0.061 -0.027 0.031
C -0.754 -0.409 3.911 0.051 0.003 -0.007
C 0.508 0.053 3.572 0.160 -0.100 0.159
H 2.200 -0.403 6.292 -0.032 -0.026 0.046
H 0.008 -1.281 7.081 0.019 0.007 0.009
H -1.920 -1.271 5.498 0.003 0.001 0.003
H -1.565 -0.383 3.194 -0.012 0.010 0.016
H 0.710 0.446 2.587 -0.102 -0.004 0.135
N -1.788 -0.407 -2.480 0.271 0.027 0.175
C -1.742 -1.637 -1.957 0.051 0.122 0.021
C -2.519 -2.690 -2.403 -0.012 -0.003 0.005
C -3.398 -2.459 -3.450 -0.033 -0.011 -0.033
C -3.461 -1.191 -4.005 0.009 -0.067 0.047
C -2.640 -0.204 -3.489 0.092 0.216 0.024
H -1.044 -1.776 -1.137 -0.019 -0.093 0.005
H -2.439 -3.664 -1.943 0.014 0.009 0.019
H -4.024 -3.256 -3.828 0.002 -0.001 0.001
H -4.134 -0.971 -4.821 0.009 0.030 -0.004
H -2.658 0.800 -3.895 -0.050 -0.017 -0.040
```
Forces are in eV/Å.

[4]
Molecular formula: C15H22N4O
Method: DFT, ωB97M-V/def2-TZVPD

Computed properties:
ΔE to the lowest compared entry with this formula, charge and spin = 3.909 eV
Total charge = 0
Spin multiplicity = 1
SMILES = [H]/N=C/CNCCOC.c1ccncc1.c1ccncc1

The geometry in XYZ format:
```
42
Properties=species:S:1:pos:R:3:forces:R:3
H 0.576 0.283 -0.818 -0.057 -0.191 0.367
N 0.686 -0.502 -0.157 0.923 -0.949 -1.127
C 1.510 -1.343 -0.683 -0.556 0.421 1.040
C 1.915 -2.667 0.045 0.452 1.520 -1.091
N 1.765 -3.796 -0.889 -0.517 -0.350 0.895
C 0.518 -4.560 -0.685 0.049 -0.516 0.035
C -0.769 -3.927 -1.354 0.559 -0.303 -0.769
O -1.970 -4.069 -0.607 0.702 0.582 0.045
C -1.919 -3.380 0.642 -0.190 -0.091 1.119
H 1.973 -1.113 -1.683 -0.225 -0.560 0.788
H 2.994 -2.545 0.335 -0.844 -0.204 -0.172
H 1.318 -2.762 0.980 0.353 -0.107 -0.815
H 1.886 -3.509 -1.856 -0.033 -0.040 0.243
H 0.417 -4.704 0.425 -0.182 0.241 -1.060
H 0.675 -5.598 -1.093 -0.202 0.969 0.289
H -0.918 -4.466 -2.330 -0.139 0.480 0.935
H -0.562 -2.857 -1.642 -0.225 -0.730 0.553
H -0.936 -2.875 0.842 -0.800 -0.525 -0.280
H -2.704 -2.590 0.753 0.483 -0.623 -0.521
H -2.123 -4.141 1.447 0.336 0.780 -0.603
C -2.129 2.853 0.112 0.045 0.047 0.073
C -2.082 1.595 -0.469 0.028 0.056 0.043
C -2.920 1.337 -1.542 -0.291 0.168 -0.250
N -3.777 2.231 -2.051 0.277 0.105 0.351
C -3.804 3.437 -1.472 -0.109 -0.293 -0.265
C -3.006 3.797 -0.398 0.062 -0.073 0.039
H -1.488 3.095 0.952 -0.001 -0.013 -0.035
H -1.411 0.832 -0.097 -0.089 -0.006 0.025
H -2.918 0.369 -2.031 0.040 -0.027 0.053
H -4.509 4.140 -1.904 0.028 0.043 0.045
H -3.070 4.790 0.028 -0.021 -0.017 -0.030
C 1.660 3.096 2.451 -0.032 0.032 0.037
C 2.559 4.108 2.149 -0.077 -0.064 0.020
C 3.443 3.909 1.101 0.135 -0.254 -0.305
N 3.484 2.794 0.362 -0.304 0.087 0.371
C 2.607 1.831 0.673 0.405 0.340 -0.163
C 1.681 1.931 1.698 -0.061 0.067 0.105
H 0.952 3.213 3.263 0.028 -0.008 -0.017
H 2.574 5.030 2.715 0.022 -0.011 -0.032
H 4.163 4.672 0.826 -0.026 0.036 0.055
H 2.664 0.941 0.061 0.007 0.007 0.079
H 0.995 1.119 1.902 0.048 -0.024 -0.070
```
Forces are in eV/Å.

[5]
Molecular formula: C15H22N5O4S2Ti
Method: DFT, ωB97M-V/def2-TZVPD

Computed properties:
ΔE to the lowest compared entry with this formula, charge and spin = 3.124 eV
Total charge = 0
Spin multiplicity = 2

The geometry in XYZ format:
```
49
Properties=species:S:1:pos:R:3:forces:R:3
Ti 0.423 -0.193 -0.007 -1.767 0.758 0.789
S -0.692 1.983 1.055 0.269 0.573 -0.088
C -1.205 0.688 2.013 -0.179 0.012 0.282
C -2.151 0.780 3.058 0.082 -0.193 -0.061
C -2.422 -0.335 3.805 0.137 -0.020 -0.169
C -1.755 -1.535 3.528 0.140 -0.104 -0.162
C -0.871 -1.567 2.469 -0.196 -0.451 0.415
N -0.622 -0.497 1.720 -0.739 0.138 1.024
H -2.629 1.728 3.246 0.009 0.057 -0.017
H -3.146 -0.286 4.605 -0.050 -0.014 0.122
H -1.929 -2.415 4.126 0.011 -0.118 -0.017
H -0.337 -2.470 2.189 -0.055 0.029 0.083
O 3.252 -0.840 -0.562 1.337 -0.133 -0.078
N 2.386 -0.455 0.221 4.105 -1.011 -0.313
O 2.044 0.759 0.297 1.041 2.629 0.652
O 1.798 -1.236 1.013 -0.174 -1.294 1.533
S 3.341 2.248 -2.507 -0.566 -0.301 0.014
C 1.938 3.066 -1.947 0.032 -0.154 -0.039
C 0.896 2.201 -1.851 0.197 0.776 -0.319
N 1.183 0.915 -2.200 -0.128 -0.269 -0.261
C 2.412 0.800 -2.579 0.518 0.561 -0.402
H 1.970 4.108 -1.706 -0.068 0.230 0.045
H -0.109 2.454 -1.556 -0.006 0.004 0.106
H 2.853 -0.109 -2.940 0.088 -0.192 0.044
C -1.923 -0.834 -2.951 0.132 0.088 0.549
C -2.138 -0.748 -1.429 -1.139 -0.689 -0.679
C -3.380 0.109 -1.128 0.580 -0.110 0.066
C -2.334 -2.160 -0.841 0.213 0.395 -0.096
O -1.024 -0.167 -0.855 -3.039 0.176 -2.006
H -2.788 -1.280 -3.433 -0.134 -0.047 -0.092
H -1.042 -1.438 -3.156 0.079 -0.044 -0.081
H -1.759 0.167 -3.345 0.019 0.054 -0.101
H -4.269 -0.355 -1.544 -0.144 -0.073 -0.069
H -3.254 1.099 -1.555 -0.027 0.167 -0.071
H -3.499 0.218 -0.053 -0.052 0.008 0.122
H -3.102 -2.700 -1.389 -0.109 -0.075 -0.029
H -2.627 -2.088 0.206 -0.020 -0.045 0.059
H -1.390 -2.705 -0.907 -0.102 -0.085 -0.014
C 1.918 -3.710 -3.698 -0.275 -0.133 -0.348
N 2.584 -2.980 -2.634 0.458 -0.278 -0.380
C 4.014 -2.804 -2.747 0.386 0.140 0.156
C 1.825 -2.273 -1.846 -1.903 -0.120 0.503
N 0.906 -1.857 -1.262 0.908 -0.852 -0.788
H 2.440 -4.650 -3.880 0.024 0.040 0.088
H 1.905 -3.135 -4.631 0.018 -0.006 0.069
H 0.892 -3.927 -3.406 0.062 0.003 -0.015
H 4.504 -3.779 -2.705 -0.011 0.034 0.014
H 4.356 -2.187 -1.920 0.082 -0.074 -0.062
H 4.276 -2.325 -3.696 -0.043 0.010 0.025
```
Forces are in eV/Å.

no.,E (eV),strongest force on any atom (eV/Å)
1,-27075.67499,5.87
2,-52841.83112,3.51
3,-24469.91991,1.36
4,-23917.25657,1.92
5,-76335.36098,4.24